A 10-piece molecular cluster, C21H65N17O11 overall in a non-equilibrium geometry, computed with ωB97M-V/def2-TZVPD.

The geometry in ORCA input format:
```
! wB97M-V def2-TZVPD RIJCOSX def2/J DEFGRID3
* xyz 0 1
C 1.470 1.843 3.938
O 2.578 2.368 3.215
C 3.770 1.824 3.740
C 5.074 2.454 3.078
C 4.965 2.878 1.654
N 6.175 1.557 3.031
H 0.614 1.984 3.277
H 1.199 2.422 4.820
H 1.437 0.803 4.261
H 3.777 1.975 4.819
H 3.793 0.767 3.477
H 5.471 3.294 3.648
H 4.668 2.044 1.018
H 5.871 3.260 1.184
H 4.108 3.548 1.587
H 6.877 1.933 2.410
H 5.799 0.748 2.558
C 0.982 -4.060 0.262
O 1.866 -5.051 -0.247
C 3.363 -4.900 -0.358
C 4.071 -6.307 -0.599
C 3.873 -7.396 0.506
N 5.534 -6.045 -0.675
H 1.047 -3.124 -0.294
H 1.465 -3.817 1.208
H -0.054 -4.357 0.423
H 3.522 -4.070 -1.046
H 3.613 -4.691 0.682
H 3.741 -6.667 -1.573
H 4.341 -8.330 0.194
H 2.809 -7.637 0.518
H 4.251 -7.084 1.480
H 5.767 -5.680 -1.588
H 5.754 -5.241 -0.104
C -1.539 -1.726 -2.763
O -2.760 -0.909 -2.766
C -3.852 -1.516 -3.497
C -5.079 -0.500 -3.680
N -4.533 0.710 -4.361
C -5.705 1.572 -4.610
C -5.138 2.866 -5.258
O -3.919 3.470 -4.743
C -3.632 4.614 -5.534
H -1.102 -1.574 -1.776
H -0.748 -1.468 -3.468
H -1.554 -2.789 -3.004
H -4.150 -2.459 -3.037
H -3.442 -1.903 -4.430
H -5.423 -0.218 -2.685
H -5.962 -0.743 -4.270
H -4.243 0.422 -5.284
H -6.358 1.702 -3.747
H -6.353 1.114 -5.358
H -6.039 3.466 -5.384
H -4.792 2.586 -6.253
H -2.584 4.914 -5.512
H -4.353 5.294 -5.081
H -3.860 4.370 -6.571
N -4.228 -1.082 0.635
C -4.696 0.041 0.199
N -5.611 0.491 0.951
O -4.283 0.722 -0.705
H -3.363 -1.482 0.301
H -4.818 -1.611 1.261
H -6.188 1.235 0.586
H -5.812 0.005 1.814
N -0.896 -4.072 2.755
C -1.615 -3.033 2.716
N -1.987 -2.843 3.958
O -1.846 -2.455 1.685
H -0.984 -4.644 3.583
H -0.669 -4.518 1.878
H -2.663 -2.107 4.111
H -1.687 -3.436 4.719
N -3.498 4.932 1.828
C -2.795 4.182 1.060
N -1.820 3.789 1.761
O -2.953 3.885 -0.133
H -4.406 5.276 1.552
H -3.100 5.060 2.747
H -1.224 3.145 1.260
H -1.678 3.986 2.741
N 1.126 1.215 0.712
C 0.093 0.524 0.409
N -0.016 -0.591 1.072
O -0.790 0.838 -0.359
H 1.814 0.861 1.361
H 1.222 2.090 0.217
H 0.698 -1.069 1.602
H -0.955 -0.937 1.214
N 1.790 -2.396 3.658
C 1.834 -2.204 4.946
N 2.626 -1.201 5.205
O 1.113 -2.778 5.789
H 1.036 -3.002 3.367
H 2.368 -1.910 2.987
H 3.252 -0.776 4.535
H 2.522 -0.753 6.104
N 1.904 -0.197 -2.234
C 1.398 0.787 -2.867
N 2.305 1.343 -3.603
O 0.202 1.151 -2.864
H 1.355 -0.793 -1.631
H 2.907 -0.318 -2.240
H 1.918 2.056 -4.204
H 3.279 1.283 -3.340
N 0.851 5.775 -1.342
C 1.066 4.471 -1.253
N 2.312 4.170 -1.203
O 0.265 3.581 -1.383
H 1.597 6.440 -1.193
H -0.119 6.054 -1.363
H 2.498 3.277 -1.636
H 2.881 5.002 -1.155
*
```

Values from the calculation:
Relative energy (zero: lowest compared OMol25 entry of this formula, charge and spin) (kcal per mole): 257.6
SMILES: COC[C@H](C)N.COC[C@H](C)N.COCCNCCOC.NC(N)=O.NC(N)=O.NC(N)=O.NC(N)=O.NC(N)=O.NC(N)=O.NC(N)=O
Max |F| (eV/A): 8.1
Frontier orbital gap (eV): 7.147
HOMO level (eV): -7.43
Energy (a.u.): -2597.4334

Results of the Löwdin charge analysis, in e, for atoms 1 through 4: atom 1 (C): -0.110, atom 2 (O): -0.186, atom 3 (C): -0.164, atom 4 (C): -0.435

C21H66B2F4N2O15V as an isolated structure in a non-equilibrium geometry, computed with ωB97M-V/def2-TZVPD.

The geometry in ORCA input format:
```
! wB97M-V def2-TZVPD RIJCOSX def2/J DEFGRID3
* xyz 0 4
V 3.414 1.378 1.004
B 4.902 1.396 -0.854
H 4.837 2.244 -0.191
H 3.993 0.817 -0.812
H 4.987 1.702 -1.885
H 5.753 0.815 -0.532
B 0.711 -0.376 -0.441
F 0.661 -1.753 -0.415
F 1.937 0.010 0.118
F 0.564 0.092 -1.785
F -0.291 0.111 0.346
C 0.800 -2.572 2.763
C 1.685 -3.670 2.227
O 0.969 -4.841 2.358
O -0.303 -2.351 1.964
H 1.333 -1.628 2.879
H 0.561 -2.692 3.819
H 2.645 -3.698 2.741
H 2.048 -3.510 1.212
H 0.394 -4.821 1.590
H 0.024 -1.938 1.161
C 3.523 3.249 3.348
C 2.040 2.921 3.038
O 1.801 1.587 2.558
O 4.194 3.128 2.104
H 3.978 2.583 4.081
H 3.581 4.242 3.795
H 1.556 3.649 2.387
H 1.585 3.055 4.019
H 0.995 1.300 2.995
H 5.089 3.452 2.224
C -2.888 3.918 0.770
C -1.509 3.411 1.128
O -0.552 3.757 0.119
O -2.845 5.355 0.772
H -3.629 3.463 1.427
H -3.216 3.511 -0.186
H -1.613 2.335 1.262
H -1.225 3.846 2.086
H -0.593 4.716 0.090
H -2.345 5.657 0.011
C 1.816 3.423 -2.496
C 2.486 3.777 -1.140
O 1.990 2.970 -0.121
O 2.338 2.144 -2.889
H 2.177 4.145 -3.229
H 0.728 3.461 -2.454
H 2.195 4.805 -0.926
H 3.571 3.707 -1.225
H 1.072 3.176 0.071
H 2.052 1.465 -2.273
C 5.486 -3.003 -0.095
C 4.270 -2.449 -0.883
O 3.524 -3.554 -1.308
O 6.439 -3.547 -0.981
H 5.131 -3.805 0.551
H 5.892 -2.157 0.460
H 4.562 -1.897 -1.777
H 3.597 -1.860 -0.260
H 2.776 -3.310 -1.858
H 6.028 -4.385 -1.204
C -1.801 -4.793 -0.808
C -0.273 -4.974 -1.131
O 0.041 -6.089 -0.445
O -2.497 -5.901 -1.291
H -2.153 -3.899 -1.323
H -2.001 -4.763 0.263
H 0.320 -4.105 -0.849
H -0.136 -5.146 -2.199
H 0.965 -6.223 -0.222
H -1.880 -6.624 -1.160
C 1.776 -2.206 -4.342
O 1.876 -2.339 -2.946
H 2.384 -2.953 -4.853
H 0.745 -2.186 -4.695
H 2.325 -1.282 -4.522
H 1.243 -1.785 -2.484
C -4.406 -0.595 -2.397
C -2.956 -0.229 -2.535
C -2.605 1.209 -2.241
O -3.231 2.154 -3.116
C -2.478 3.262 -3.521
N -2.251 -1.228 -1.727
H -5.031 0.031 -3.033
H -4.757 -0.520 -1.368
H -4.544 -1.625 -2.725
H -2.662 -0.365 -3.576
H -1.521 1.290 -2.319
H -2.825 1.480 -1.208
H -2.890 3.559 -4.486
H -1.431 3.044 -3.733
H -2.681 4.056 -2.803
H -1.276 -0.991 -1.609
H -2.609 -1.084 -0.793
C -3.725 -1.222 1.583
C -3.064 -0.066 2.362
C -4.014 0.797 3.126
O -5.098 1.203 2.337
C -5.904 2.150 3.000
N -2.154 -0.696 3.297
H -3.024 -1.923 1.131
H -4.391 -0.801 0.829
H -4.343 -1.935 2.129
H -2.500 0.590 1.700
H -3.423 1.691 3.323
H -4.276 0.304 4.063
H -6.298 1.901 3.986
H -6.788 2.405 2.415
H -5.410 3.120 3.052
H -1.427 -1.207 2.818
H -2.624 -1.446 3.784
*
```

Values from the calculation:
<S²>: 3.7538
Max |F| (eV/A): 4.6
Frontier orbital gap (alpha / beta) (eV): 7.888 / 7.866
HOMO level (alpha / beta) (eV): -8.99 / -8.99
Energy (a.u.): -3470.9512

Results of the Löwdin charge analysis, in e, for atoms 1 through 4: atom 1 (V): 1.059, atom 2 (B): -0.377, atom 3 (H): -0.070, atom 4 (H): -0.066

A 12-piece molecular cluster, C21H66O18 overall in a non-equilibrium geometry, computed with ωB97M-V/def2-TZVPD.

The geometry in ORCA input format:
```
! wB97M-V def2-TZVPD RIJCOSX def2/J DEFGRID3
* xyz 1 2
O -4.741 19.518 11.775
H -5.421 19.416 12.440
H -4.282 20.322 12.021
O -5.470 17.517 10.012
H -5.291 18.309 10.519
H -4.740 16.933 10.213
O -7.924 18.402 8.626
H -7.738 19.028 7.926
H -7.064 18.179 8.983
C -12.601 25.779 12.867
C -11.899 24.642 13.634
O -10.785 25.150 14.360
O -13.560 26.516 13.676
H -13.077 25.377 11.972
H -11.889 26.549 12.570
H -11.479 23.873 12.986
H -12.497 23.952 14.230
H -11.121 25.736 15.042
H -13.211 27.367 13.952
C -8.245 27.818 12.363
C -7.854 26.303 12.425
O -6.416 26.309 12.465
O -7.760 28.250 11.114
H -7.869 28.286 13.273
H -9.330 27.925 12.356
H -8.255 25.635 11.663
H -8.348 25.982 13.342
H -6.161 26.550 11.572
H -8.074 29.131 10.901
C -10.982 25.838 9.405
C -11.833 26.290 8.221
O -10.966 26.963 7.332
O -10.091 24.721 9.053
H -11.765 25.451 10.057
H -10.391 26.645 9.837
H -12.585 26.954 8.647
H -12.231 25.346 7.850
H -10.681 26.376 6.629
H -9.662 24.229 9.757
C -7.680 23.227 6.405
C -7.620 24.706 5.853
O -8.899 25.148 5.480
O -8.174 22.357 5.422
H -8.419 22.995 7.172
H -6.722 22.980 6.862
H -6.901 24.723 5.034
H -7.358 25.327 6.710
H -8.793 26.061 5.203
H -8.976 22.729 5.049
C -6.097 19.687 15.847
C -6.202 19.577 17.440
O -4.958 19.908 18.041
O -5.052 18.841 15.345
H -5.803 20.704 15.588
H -6.994 19.406 15.295
H -6.518 18.611 17.833
H -6.950 20.339 17.660
H -4.291 19.598 17.424
H -5.337 17.956 15.582
C -8.463 24.386 16.862
C -7.143 23.917 16.224
O -6.148 24.089 17.294
O -8.789 23.896 18.124
H -9.182 24.123 16.085
H -8.327 25.460 16.992
H -6.956 24.505 15.325
H -7.142 22.861 15.953
H -5.574 24.775 16.946
H -7.897 23.669 18.396
C -11.753 21.577 8.932
C -12.400 21.356 10.267
C -13.938 21.536 10.221
O -12.168 19.968 10.581
H -10.677 21.546 8.758
H -11.990 22.574 8.561
H -12.224 20.907 8.213
H -11.988 21.972 11.066
H -14.254 22.577 10.145
H -14.238 21.283 11.238
H -14.374 20.867 9.480
H -11.982 19.542 9.742
C -11.854 21.352 16.610
C -11.592 20.155 15.676
C -10.066 19.848 15.407
O -12.272 19.066 16.218
H -11.137 21.399 17.429
H -12.849 21.253 17.043
H -12.046 22.289 16.087
H -11.969 20.388 14.680
H -9.500 19.663 16.320
H -9.581 20.666 14.874
H -10.022 18.905 14.863
H -11.985 18.970 17.129
C -7.598 21.910 12.954
C -7.871 22.391 11.539
C -8.057 21.115 10.593
O -9.026 23.198 11.589
H -8.029 20.917 13.087
H -7.835 22.667 13.702
H -6.514 21.844 13.044
H -6.976 22.881 11.157
H -7.917 21.417 9.555
H -9.094 20.825 10.767
H -7.348 20.304 10.754
H -9.100 23.370 12.531
*
```

Values from the calculation:
<S²>: 0.7545
Max |F| (eV/A): 4.9
Frontier orbital gap (alpha / beta) (eV): 8.760 / 1.903
HOMO level (alpha / beta) (eV): -11.70 / -11.70
Energy (a.u.): -2193.4403

Results of the Löwdin charge analysis, in e, for atoms 1 through 4: atom 1 (O): -0.033, atom 2 (H): 0.039, atom 3 (H): 0.060, atom 4 (O): -0.048

A 13-piece molecular cluster, C21H68N16O13 overall in a non-equilibrium geometry, computed with ωB97M-V/def2-TZVPD.

The geometry in ORCA input format:
```
! wB97M-V def2-TZVPD RIJCOSX def2/J DEFGRID3
* xyz 0 1
C -1.657 0.932 3.449
O -3.062 1.162 3.314
H -1.110 1.530 2.689
H -1.481 -0.141 3.318
H -1.242 1.231 4.405
H -3.483 0.656 4.006
C 2.949 2.655 0.854
O 1.807 3.142 0.219
N 4.100 2.382 0.285
N 2.924 2.436 2.137
H 4.290 2.535 -0.732
H 4.918 2.081 0.849
H 1.915 2.499 2.476
H 3.504 1.710 2.559
C -2.768 -0.232 -2.976
O -2.099 0.345 -1.950
N -3.806 0.243 -3.565
N -2.385 -1.332 -3.573
H -3.884 1.235 -3.258
H -4.277 -0.028 -4.397
H -1.485 -1.774 -3.165
H -2.759 -1.792 -4.386
C 1.257 1.244 -3.140
O 0.635 0.093 -2.810
N 1.959 1.858 -2.273
N 1.219 1.828 -4.293
H 2.071 1.373 -1.416
H 2.578 2.588 -2.550
H 0.793 1.149 -4.954
H 1.845 2.510 -4.673
C -1.340 -3.279 3.361
O -0.266 -2.375 3.209
N -2.340 -3.280 2.470
N -1.423 -4.142 4.309
H -2.380 -2.478 1.834
H -3.194 -3.865 2.552
H -0.641 -4.351 5.021
H -2.083 -4.962 4.266
C -0.047 -3.196 -2.727
O 0.237 -4.491 -2.747
N 0.306 -2.315 -3.606
N -0.604 -2.732 -1.643
H 0.904 -2.665 -4.366
H 0.402 -1.284 -3.464
H -0.737 -3.429 -0.867
H -0.517 -1.784 -1.289
C -0.896 4.323 -2.497
O -1.993 5.038 -2.059
N -0.620 4.095 -3.747
N -0.182 3.657 -1.665
H -1.226 4.426 -4.500
H 0.201 3.430 -3.868
H -0.510 3.804 -0.718
H 0.482 2.886 -1.833
C 0.548 -4.308 0.481
O 1.471 -5.169 -0.080
N 0.860 -3.180 1.009
N -0.728 -4.487 0.490
H 1.896 -3.079 1.050
H 0.424 -2.985 1.990
H -1.030 -5.446 0.198
H -1.347 -3.945 1.142
C 0.419 0.123 0.117
O 1.822 0.102 0.093
N -0.278 1.213 0.232
N -0.332 -0.912 0.316
H 0.296 2.042 0.165
H -1.279 1.254 0.036
H 0.195 -1.847 0.519
H -1.383 -0.875 0.478
C -4.538 0.133 0.110
C -3.937 -1.118 0.725
C -3.743 -2.241 -0.291
O -2.871 -0.872 1.283
H -3.771 0.775 -0.358
H -5.047 0.705 0.912
H -5.236 -0.178 -0.673
H -4.579 -1.482 1.557
H -3.294 -3.188 0.003
H -3.054 -1.920 -1.012
H -4.679 -2.439 -0.769
H -2.938 -0.136 1.904
C -2.757 3.133 0.393
C -2.467 4.531 1.028
C -0.930 4.671 1.217
O -2.927 5.539 0.392
H -2.648 3.032 -0.697
H -3.765 2.913 0.597
H -2.226 2.351 0.900
H -2.945 4.449 1.975
H -0.466 5.273 0.412
H -0.338 3.719 1.446
H -0.810 5.316 2.075
H -2.702 5.433 -0.533
C 4.763 -1.298 -3.298
C 3.854 -1.174 -2.118
C 3.226 -2.472 -1.740
O 4.298 -0.636 -1.088
H 5.393 -0.457 -3.455
H 4.116 -1.434 -4.179
H 5.406 -2.100 -3.283
H 3.106 -0.434 -2.354
H 2.825 -3.025 -2.647
H 2.369 -2.374 -1.090
H 3.878 -3.188 -1.275
H 3.658 -0.011 -0.795
C 3.925 0.227 4.779
C 3.582 -0.504 3.528
C 2.111 -0.562 3.253
O 4.113 0.034 2.518
H 4.988 -0.025 4.937
H 3.332 -0.069 5.651
H 3.737 1.301 4.741
H 3.792 -1.534 3.764
H 1.613 -0.865 4.130
H 1.947 -1.243 2.419
H 1.886 0.445 2.969
H 4.401 -0.651 1.899
*
```

Values from the calculation:
Relative energy (zero: lowest compared OMol25 entry of this formula, charge and spin) (kcal per mole): 329.8
Max |F| (eV/A): 11.4
Frontier orbital gap (eV): 7.487
HOMO level (eV): -7.82
Energy (a.u.): -2694.9917

Results of the Löwdin charge analysis, in e, for atoms 1 through 4: atom 1 (C): -0.124, atom 2 (O): -0.115, atom 3 (H): 0.077, atom 4 (H): 0.064

Q: Which formula does entry 2 have?
A: C21H66B2F4N2O15V

Q: Among the records above, which one has the highest max |F|?
A: C21H68N16O13

Q: Which of these has the lowest max |F|?
A: C21H66B2F4N2O15V

Q: Which of these has the highest max |F|?
A: C21H68N16O13